Molecular formula: C20H40B4FHfN2O12S
Method: DFT, ωB97M-V/def2-TZVPD

Geometry (Å):
Hf 4.9979 8.9552 20.6528
B 6.1873 11.1697 20.9650
H 6.6481 11.6730 21.9394
H 6.7173 10.2074 20.6283
H 5.0702 10.9606 21.0985
H 6.3423 11.8894 20.0191
B 7.4570 7.4837 21.1874
H 6.5247 7.6249 20.4935
H 7.4723 8.4164 21.9510
H 7.3790 6.3948 21.6731
H 8.4875 7.6622 20.5963
B 3.0911 9.6723 19.3085
H 2.2838 9.9949 18.5025
H 3.8887 10.4876 19.3360
H 2.6495 9.5831 20.3449
H 3.6363 8.7248 19.0020
B 4.2003 6.5619 20.8996
H 3.8835 5.4441 21.1464
H 3.3293 7.2956 21.0135
H 5.0252 6.9514 21.5758
H 4.5713 6.7458 19.8290
C 3.8277 9.8598 24.8513
C 4.1577 9.3176 23.5223
O 5.3300 9.1035 23.0936
O 3.3192 9.1079 22.6094
H 4.6393 10.5368 25.1028
H 3.7531 9.0999 25.6327
H 2.8456 10.3238 24.8558
C 5.8409 11.7954 25.7566
C 4.8566 12.4010 26.5299
C 4.9850 13.7785 26.7008
C 5.9920 14.5329 26.1506
C 6.9705 13.9074 25.4045
C 6.8575 12.5482 25.1755
N 6.1688 15.9075 26.5898
O 5.3332 16.4307 27.2950
O 7.1490 16.4423 26.1349
H 5.8257 10.7113 25.6594
H 4.0807 11.9254 27.1053
H 4.1443 14.1995 27.2452
H 7.9018 14.3132 25.0331
H 7.6474 11.9601 24.7208
C 0.9481 9.9256 26.6868
C 0.7912 10.8914 27.6578
C 1.7768 10.9988 28.6404
C 2.8329 10.1126 28.5962
C 2.7874 8.9721 27.8350
C 1.9089 8.9120 26.7647
N 3.9255 10.3359 29.5673
O 4.5012 9.3949 29.9588
O 4.1088 11.4615 29.8860
H 0.2752 9.8971 25.8329
H -0.1287 11.4439 27.7732
H 1.6348 11.8242 29.3214
H 3.5356 8.1881 27.8704
H 1.9147 8.1703 25.9822
O 4.7453 16.9380 21.5095
S 5.3514 16.7120 22.7901
O 5.0339 17.6341 23.8241
O 4.9761 15.2705 23.3500
C 4.3703 14.2299 22.5278
C 3.8825 13.1583 23.4728
C 7.1305 16.4494 22.5892
H 5.0783 13.8065 21.8075
H 3.6394 14.7497 21.9028
H 4.7745 12.7534 23.9459
H 3.4241 12.4571 22.7733
H 3.1578 13.4947 24.2069
H 7.2672 15.7561 21.7686
H 7.3995 16.0786 23.5738
H 7.5795 17.4107 22.3654
C 5.5176 6.0967 24.9388
C 4.9320 4.7569 24.4812
O 3.5720 4.9245 24.8940
C 3.4918 5.7830 25.9340
O 2.5233 5.9768 26.6260
O 4.6891 6.4177 26.0855
F 5.4151 3.6469 25.1538
H 5.3781 6.8136 24.1340
H 6.5110 6.1577 25.3699
H 4.9525 4.6271 23.4035

## Properties
E_LUMO: 0.0468 Ha
Total charge: -1
HOMO: -7.35 eV

---

Molecular formula: C20H40BMg2N2O22
Method: DFT, ωB97M-V/def2-TZVPD

Geometry (Å):
Mg 0.5503 -2.7712 -0.1640
Mg -0.9842 2.9525 0.9531
O 2.5120 -1.5620 -5.2107
C 2.1906 -0.4796 -4.6690
O 1.0697 -0.1693 -4.2213
B 0.9908 1.2039 -3.6719
O 2.3584 1.6738 -3.9551
C 3.0997 0.6830 -4.4151
O 4.2546 0.7347 -4.7843
O 0.6764 1.2763 -2.2008
C -0.2352 2.2841 -2.0302
O -0.6551 2.8018 -0.9654
C -0.7120 2.6824 -3.4059
O -0.0614 2.0281 -4.2716
O -1.6397 3.4716 -3.6053
N -0.6017 -0.2004 1.2731
O -1.6243 -0.5911 1.7408
O -0.3697 0.9964 1.1535
O 0.2216 -1.0403 0.8174
N -1.3847 -1.7353 -2.4427
O -1.6551 -2.1419 -3.5303
O -0.5009 -2.2295 -1.7789
O -2.1722 -0.8475 -1.9856
C 3.0664 -4.1021 1.3643
O 1.7732 -3.6513 1.3835
C 1.0165 -4.4746 2.3279
C -0.4649 -4.1015 2.2625
O -0.8058 -3.7020 0.9334
C -2.1558 -3.7354 0.5622
H 3.5731 -4.4032 2.2812
H 3.5610 -3.2663 0.8693
H 3.4217 -4.9222 0.7404
H 1.2739 -4.2039 3.3519
H 1.0903 -5.5594 2.2513
H -0.7259 -3.3857 3.0420
H -0.9379 -5.0595 2.4784
H -2.7560 -3.2965 1.3592
H -2.5944 -4.7192 0.3954
H -2.2952 -3.1416 -0.3412
C -2.3049 5.4531 -0.2331
O -1.3099 4.7851 0.6073
C -0.1197 5.5009 0.6774
C 0.8601 4.7952 1.6976
O 0.8189 3.4739 1.2934
C 2.0188 2.8203 1.5612
H -3.2611 4.9575 -0.0654
H -1.9738 5.2946 -1.2594
H -2.2705 6.5248 -0.0370
H -0.4064 6.5294 0.8965
H 0.2291 5.3682 -0.3467
H 0.5831 5.0653 2.7167
H 1.8684 5.2086 1.7220
H 1.8996 1.7815 1.2530
H 2.3335 2.8579 2.6041
H 2.8754 3.3232 1.1125
C 0.3126 -5.6841 -0.9504
O 0.8404 -4.3928 -1.0655
C 1.9811 -4.4031 -1.8920
C 2.6576 -2.9898 -1.8539
O 2.0578 -2.0408 -1.0661
C 2.9427 -0.9656 -0.8196
H 0.3573 -6.3994 -1.7717
H -0.6826 -5.5705 -0.5205
H 0.8891 -6.2064 -0.1869
H 1.7396 -4.7111 -2.9093
H 2.7211 -5.1090 -1.5149
H 2.7314 -2.7173 -2.9067
H 3.6483 -3.2403 -1.4747
H 2.4681 -0.2086 -0.1953
H 3.1615 -0.6166 -1.8288
H 3.8885 -1.1986 -0.3303
C -3.8237 1.8941 -0.3919
O -2.9792 2.5310 0.5914
C -3.6247 2.5338 1.8562
C -2.9288 3.2906 2.9254
O -1.4753 3.1466 2.8149
C -0.9131 2.4292 3.9126
H -4.8591 2.2342 -0.3736
H -3.8042 0.8177 -0.2210
H -3.3630 1.9371 -1.3788
H -3.8064 1.5500 2.2889
H -4.6164 2.9862 1.8533
H -3.3085 3.0415 3.9163
H -3.1177 4.3634 2.8882
H -1.3245 2.7084 4.8826
H 0.1670 2.5749 3.8992
H -1.1456 1.3799 3.7312

## Properties
2S+1: 2
E_LUMO (alpha / beta): -0.2322 / -0.3769 Ha
Total charge: +2
HOMO (alpha / beta): -13.77 / -13.77 eV
<S²>: 0.758

---

Molecular formula: C20H40Br12O6
Method: DFT, ωB97M-V/def2-TZVPD

Geometry (Å):
C 3.6050 -1.6326 3.5650
C 3.0596 -1.0744 2.3076
O 2.8051 -2.1824 1.3914
C 2.4948 -1.9359 0.1219
O 2.6094 -0.8613 -0.4224
O 1.9216 -3.1332 -0.3712
C 1.5563 -3.2237 -1.7463
H 3.7236 -0.9508 4.4071
H 4.5358 -2.1772 3.4060
H 2.8435 -2.3185 3.9363
H 3.6566 -0.2511 1.9152
H 2.2041 -0.4336 2.5216
H 1.1419 -2.3281 -2.2092
H 0.8195 -4.0154 -1.8822
H 2.4768 -3.3443 -2.3175
C 1.0684 -6.4944 6.3631
C 0.2305 -5.2984 6.0361
O 0.3950 -4.9353 4.7128
C -0.0222 -3.8021 4.2255
O -0.5273 -2.9075 4.8290
O 0.0996 -3.8992 2.8562
C -0.6840 -3.1629 1.9199
H 2.1570 -6.5454 6.3451
H 0.6522 -7.3086 5.7699
H 0.7108 -6.8469 7.3306
H 0.5151 -4.5152 6.7387
H -0.7682 -5.4808 6.4328
H -1.7204 -3.2633 2.2423
H -0.5334 -3.3655 0.8595
H -0.5986 -2.0799 2.0088
Br 4.8316 3.2342 -6.3991
C 3.5390 2.1651 -5.2469
C 3.9963 0.7241 -4.8522
Br 2.4746 0.0605 -3.7885
H 2.7322 1.9674 -5.9527
H 3.2852 2.8638 -4.4498
H 4.7806 0.7429 -4.0955
H 4.3985 0.0830 -5.6366
Br -2.1571 0.1135 -1.6868
C -0.5281 0.3360 -0.4906
C 0.2435 1.6265 -0.9800
Br 1.1657 2.2597 0.5481
H 0.1110 -0.5470 -0.4955
H -0.9902 0.3188 0.4965
H -0.3609 2.4243 -1.4115
H 1.0127 1.4146 -1.7227
Br 4.2912 2.0503 3.2096
C 3.8816 3.8747 2.4742
C 4.9716 4.2530 1.4972
Br 6.7241 4.1780 2.3137
H 3.8107 4.6243 3.2623
H 2.8933 3.8551 2.0150
H 4.7997 5.2606 1.1185
H 5.0104 3.5318 0.6808
Br -2.8199 3.7093 -0.8221
C -3.9029 4.9630 -1.8730
C -4.2921 4.1465 -3.0494
Br -5.1213 5.2812 -4.3532
H -3.2231 5.7751 -2.1308
H -4.7990 5.2196 -1.3079
H -5.0175 3.4271 -2.6696
H -3.4978 3.5720 -3.5260
Br -6.4613 3.0669 0.9125
C -5.9221 1.2242 1.4896
C -4.5069 1.0399 0.9452
Br -3.7166 -0.7237 1.5928
H -6.6042 0.4738 1.0899
H -5.8861 1.1625 2.5772
H -3.7270 1.7081 1.3105
H -4.4212 1.0642 -0.1412
Br -5.4054 0.4844 -3.6390
C -3.9333 0.0410 -4.8293
C -3.9822 0.8418 -6.1944
Br -2.3738 0.1597 -7.1177
H -3.9279 -1.0367 -4.9923
H -3.0095 0.1725 -4.2658
H -3.9055 1.8962 -5.9287
H -4.8887 0.6839 -6.7786

## Properties
2S+1: 2
E_LUMO (alpha / beta): -0.1351 / -0.3548 Ha
Total charge: +1
HOMO (alpha / beta): -11.85 / -11.84 eV
<S²>: 0.756

---

- Which formula does entry 1 have?
  C20H40B4FHfN2O12S

---

- total charge of number 2 (C20H40BMg2N2O22)?
  +2

---

- Among the records above, which one has the highest total charge?
  C20H40BMg2N2O22